Record 1
The following is a DFT calculation (ωB97M-V with the def2-TZVPD basis set) of C8H30AgO15P as an isolated structure.

Properties
HOMO energy (alpha / beta) (eV): -6.58 / -6.57
LUMO energy (alpha / beta) (eV): -0.31 / -2.13
<S²>: 0.76
Energy (eV): -52784.3656
Multiplicity: 2
Kohn-Sham gap (alpha / beta) (eV): 6.274 / 4.443
Molecular weight (g mol⁻¹): 505.2
Net charge: -1

Last column: Mulliken charge in e.
Element x y z (Å)
Ag1 17.553 16.721 -9.612  0.339
P1 19.928 16.233 -10.872  0.656
O1 20.636 17.307 -11.741  -0.342
O2 19.657 16.731 -9.406  -0.322
O3 20.617 14.856 -10.839  -0.304
O4 18.479 15.989 -11.407  -0.859
O5 21.311 19.937 -11.248  -0.746
H1 21.293 19.021 -11.560  0.548
H2 20.397 20.136 -11.035  0.373
O6 17.716 14.052 -13.147  -0.732
H3 18.591 13.652 -13.219  0.469
H4 17.843 14.823 -12.578  0.352
O7 18.663 19.242 -12.034  -0.661
H5 17.914 18.892 -11.556  0.260
H6 19.329 18.540 -12.000  0.296
C1 21.498 13.337 -13.844  -0.301
C2 22.864 13.093 -13.221  -0.410
O8 23.202 14.243 -12.395  -0.534
O9 20.359 13.180 -13.006  -0.708
H7 21.454 12.545 -14.596  0.382
H8 21.476 14.316 -14.326  0.106
H9 23.662 13.115 -13.964  0.360
H10 22.917 12.166 -12.647  0.252
H11 22.359 14.415 -11.967  0.275
H12 20.379 13.789 -12.242  0.198
C3 21.946 12.749 -8.279  -0.351
C4 20.403 13.081 -8.142  -0.188
O10 19.642 13.100 -9.325  -0.620
O11 22.603 13.934 -8.737  -0.646
H13 22.090 12.040 -9.099  0.204
H14 22.386 12.410 -7.343  0.377
H15 20.332 14.042 -7.625  0.027
H16 20.030 12.360 -7.410  0.381
H17 19.899 13.796 -9.987  0.416
H18 22.040 14.305 -9.421  0.255
C5 19.722 18.966 -6.866  -0.431
C6 20.420 17.698 -6.333  -0.448
O12 19.898 16.534 -6.837  -0.531
O13 20.196 19.217 -8.207  -0.480
H19 19.966 19.854 -6.281  0.343
H20 18.638 18.850 -6.778  0.171
H21 20.261 17.557 -5.257  0.365
H22 21.511 17.781 -6.290  0.269
H23 19.993 16.514 -7.798  0.396
H24 19.944 18.458 -8.752  0.423
C7 22.706 18.312 -14.057  -0.514
C8 21.930 17.316 -14.900  -0.251
O14 20.656 17.045 -14.333  -0.592
O15 22.940 17.726 -12.781  -0.591
H25 22.023 19.167 -14.004  0.211
H26 23.599 18.730 -14.523  0.422
H27 22.389 16.334 -15.035  0.117
H28 21.796 17.753 -15.894  0.349
H29 20.709 17.058 -13.361  0.579
H30 22.061 17.564 -12.395  0.391


Record 2
The following is a DFT calculation (ωB97M-V with the def2-TZVPD basis set) of C8H30O7 as an isolated structure.

Properties
HOMO energy (eV): -8.94
Energy relative to the best compared isomer or geometry (same formula, charge and spin) (kJ/mol): 904.76
LUMO energy (eV): 0.19
Energy (eV): -23105.3035
Kohn-Sham gap (eV): 9.135
Molecular weight (g mol⁻¹): 238.3
Net charge: 0

Last column: Mulliken charge in e.
Element x y z (Å)
C1 -0.791 -2.001 2.165  -0.575
O1 -1.421 -2.654 1.103  -0.315
H1 0.143 -2.454 2.498  0.344
H2 -0.512 -0.987 1.880  0.135
H3 -1.491 -1.939 2.998  0.337
H4 -1.702 -3.519 1.410  0.387
C2 2.136 -1.517 1.146  -0.208
O2 3.460 -1.435 0.652  -0.619
H5 1.872 -2.506 1.521  0.269
H6 2.016 -0.934 2.059  0.395
H7 1.379 -1.264 0.403  -0.143
H8 3.435 -1.597 -0.294  0.353
C3 -0.957 2.670 1.584  -0.284
O3 -2.285 2.233 1.581  -0.513
H9 -0.272 1.892 1.248  -0.061
H10 -0.808 3.563 0.977  0.252
H11 -0.687 2.934 2.607  0.311
H12 -2.752 2.434 0.766  0.324
C4 0.043 -1.063 -2.341  -0.365
O4 1.205 -1.860 -2.259  -0.494
H13 0.176 0.019 -2.357  -0.209
H14 -0.561 -1.311 -3.214  0.484
H15 -0.636 -1.319 -1.528  0.058
H16 1.491 -2.010 -3.163  0.331
C5 2.192 1.204 -0.174  0.808
C6 1.954 1.793 -1.500  -0.305
O5 3.115 2.357 -2.035  -0.590
H17 2.430 2.017 0.513  0.452
H18 2.953 0.424 -0.167  0.297
H19 1.274 0.678 0.086  -0.750
H20 1.216 2.594 -1.450  0.331
H21 1.585 1.030 -2.186  -0.029
H22 3.141 3.245 -1.670  0.368
C7 -1.260 0.952 -0.940  -1.135
C8 -1.092 -0.070 0.150  -1.361
O6 -1.956 -1.188 0.047  -0.958
H23 -2.315 1.222 -0.994  0.728
H24 -0.953 0.470 -1.868  0.183
H25 -0.628 1.812 -0.719  0.058
H26 -1.236 0.415 1.115  1.962
H27 -0.090 -0.498 0.161  -0.527
H28 -1.626 -1.815 0.695  0.723
O7 -3.966 -0.375 -0.079  -0.845
H29 -4.212 -1.255 -0.362  0.243
H30 -3.009 -0.387 -0.063  0.156


What did the second record say?
The following is a DFT calculation (ωB97M-V with the def2-TZVPD basis set) of C8H30O7 as an isolated structure.

Properties
HOMO energy (eV): -8.94
Energy relative to the best compared isomer or geometry (same formula, charge and spin) (kJ/mol): 904.76
LUMO energy (eV): 0.19
Energy (eV): -23105.3035
Kohn-Sham gap (eV): 9.135
Molecular weight (g mol⁻¹): 238.3
Net charge: 0

Last column: Mulliken charge in e.
Element x y z (Å)
C1 -0.791 -2.001 2.165  -0.575
O1 -1.421 -2.654 1.103  -0.315
H1 0.143 -2.454 2.498  0.344
H2 -0.512 -0.987 1.880  0.135
H3 -1.491 -1.939 2.998  0.337
H4 -1.702 -3.519 1.410  0.387
C2 2.136 -1.517 1.146  -0.208
O2 3.460 -1.435 0.652  -0.619
H5 1.872 -2.506 1.521  0.269
H6 2.016 -0.934 2.059  0.395
H7 1.379 -1.264 0.403  -0.143
H8 3.435 -1.597 -0.294  0.353
C3 -0.957 2.670 1.584  -0.284
O3 -2.285 2.233 1.581  -0.513
H9 -0.272 1.892 1.248  -0.061
H10 -0.808 3.563 0.977  0.252
H11 -0.687 2.934 2.607  0.311
H12 -2.752 2.434 0.766  0.324
C4 0.043 -1.063 -2.341  -0.365
O4 1.205 -1.860 -2.259  -0.494
H13 0.176 0.019 -2.357  -0.209
H14 -0.561 -1.311 -3.214  0.484
H15 -0.636 -1.319 -1.528  0.058
H16 1.491 -2.010 -3.163  0.331
C5 2.192 1.204 -0.174  0.808
C6 1.954 1.793 -1.500  -0.305
O5 3.115 2.357 -2.035  -0.590
H17 2.430 2.017 0.513  0.452
H18 2.953 0.424 -0.167  0.297
H19 1.274 0.678 0.086  -0.750
H20 1.216 2.594 -1.450  0.331
H21 1.585 1.030 -2.186  -0.029
H22 3.141 3.245 -1.670  0.368
C7 -1.260 0.952 -0.940  -1.135
C8 -1.092 -0.070 0.150  -1.361
O6 -1.956 -1.188 0.047  -0.958
H23 -2.315 1.222 -0.994  0.728
H24 -0.953 0.470 -1.868  0.183
H25 -0.628 1.812 -0.719  0.058
H26 -1.236 0.415 1.115  1.962
H27 -0.090 -0.498 0.161  -0.527
H28 -1.626 -1.815 0.695  0.723
O7 -3.966 -0.375 -0.079  -0.845
H29 -4.212 -1.255 -0.362  0.243
H30 -3.009 -0.387 -0.063  0.156


Which value of energy does entry 2 give? -23105.3035 eV


Among the records above, which one has the lowest molecular weight? C8H30O7